ORCA calculation (ωB97M-V/def2-TZVPD) on a molecular structure, C2H3O6SSn at a distorted geometry.

Calculated values
Molar mass = 273.818 g mol⁻¹
Calculated total energy = -1141.68230 Ha
Frontier orbital gap = 1.31 eV
Energy above the lowest of the compared OMol25 structures with the same formula, charge and spin = 733.30 kJ/mol
Net charge = -1
E_LUMO = -3.10 eV
HOMO = -4.4 eV

The geometry in XYZ format:
```
13
Properties=species:S:1:pos:R:3:forces:R:3:nbo_charge:R:1
Sn 0.987297 -0.905504 1.300909 0.02 0.06 0.03 0.48
S 4.581394 0.179059 6.802854 0.20 0.47 -1.15 2.53
O 3.204084 0.133998 7.151382 -0.92 -0.34 0.79 -0.94
O 5.243028 1.426161 7.270056 0.31 0.89 0.43 -0.65
O 5.529820 -0.650732 7.575768 0.20 -0.82 0.90 -0.66
O 4.828520 -0.022365 5.400198 0.10 -0.24 -1.11 -0.91
C -3.712019 0.125291 -5.645261 -0.89 0.56 -0.62 -0.74
C -3.109218 -0.312109 -4.300011 -0.39 -1.04 0.86 0.74
O -3.635622 -1.202052 -3.579166 -0.99 -0.18 -1.07 -0.73
O -2.100627 0.266835 -3.895865 1.51 1.45 -0.37 -0.72
H -3.054918 0.611738 -6.366163 0.70 -0.32 0.31 0.20
H -4.439713 0.923141 -5.496954 -0.13 0.20 0.66 0.21
H -4.322026 -0.573463 -6.217749 0.27 -0.69 0.35 0.20
```
Positions in Å, forces in eV/Å.